# C30H25Br2F5Pd

C30H25Br2F5Pd as an isolated structure (ωB97M-V/def2-TZVPD, the OMol25 dataset).

Output
- Energy above the lowest of the compared OMol25 structures with the same formula, charge and spin: 0.0 kJ/mol
- Highest occupied orbital energy (alpha / beta): -9.1616 / -8.9686 eV
- Spin multiplicity: 3
- Calculated total energy: -6933.34310 a.u.

Last column: Löwdin spin population.
CARTESIAN COORDINATES (ANGSTROEM)
Pd -17.795 12.030 -5.142  1.43
Br -18.835 10.059 -6.304  0.26
Br -16.782 14.176 -4.074  0.21
F -18.646 13.719 -6.682  0.01
C -19.746 14.483 -6.767  0.00
C -19.780 15.713 -6.136  0.00
C -20.905 16.517 -6.291  0.00
C -21.981 16.109 -7.065  0.00
C -21.914 14.871 -7.703  0.00
C -20.771 14.103 -7.612  0.00
H -18.869 15.969 -5.605  0.00
H -20.880 17.507 -5.854  0.00
H -22.875 16.717 -7.058  0.00
H -22.733 14.442 -8.264  0.00
H -20.680 13.168 -8.154  0.00
F -20.008 12.190 -4.340  0.02
C -21.126 11.911 -3.597  0.00
C -21.263 10.662 -3.057  0.00
C -22.385 10.414 -2.299  0.00
C -23.374 11.409 -2.176  0.00
C -23.214 12.644 -2.803  0.00
C -22.019 12.953 -3.457  0.00
H -20.492 9.955 -3.342  0.00
H -22.602 9.397 -2.001  0.00
H -24.273 11.021 -1.716  0.00
H -24.068 13.306 -2.839  0.00
H -21.864 13.947 -3.848  0.00
F -15.656 10.855 -5.013  0.01
C -14.617 10.018 -5.207  0.00
C -14.494 9.370 -6.423  0.00
C -13.352 8.604 -6.672  0.00
C -12.325 8.586 -5.758  0.00
C -12.469 9.255 -4.531  0.00
C -13.618 9.946 -4.237  0.00
H -15.343 9.383 -7.095  0.00
H -13.250 8.168 -7.658  0.00
H -11.338 8.231 -6.021  0.00
H -11.618 9.164 -3.870  0.00
H -13.782 10.593 -3.383  0.00
F -16.469 12.369 -7.047  0.02
C -15.767 12.855 -8.107  0.00
C -15.590 12.093 -9.234  0.00
C -14.892 12.633 -10.300  0.00
C -14.406 13.932 -10.199  0.00
C -14.657 14.736 -9.094  0.00
C -15.395 14.187 -8.047  0.00
H -15.993 11.087 -9.245  0.00
H -14.582 12.087 -11.179  0.00
H -13.847 14.288 -11.056  0.00
H -14.276 15.745 -9.034  0.00
H -15.670 14.745 -7.160  0.00
F -17.533 10.706 -3.254  0.02
C -17.207 10.219 -2.021  0.00
C -17.763 8.970 -1.722  0.00
C -17.424 8.345 -0.526  0.00
C -16.585 9.036 0.364  0.00
C -16.114 10.287 0.047  0.00
C -16.459 10.942 -1.142  0.00
H -18.391 8.381 -2.376  0.00
H -17.743 7.327 -0.358  0.00
H -16.499 8.769 1.412  0.00
H -15.449 10.766 0.755  0.00
H -16.005 11.884 -1.417  0.00